(1)
Computed, not measured: a 2-piece molecular cluster, CH3I2N2 overall at a distorted geometry, with wB97M-V/def2-TZVPD.

Each line ends with the Mulliken charge.
Element x y z (Å)
C: -1.1967 -0.0937 0.7063  0.3696
N: -0.7592 -0.5850 1.6638  -0.0988
N: -1.9971 0.3395 -0.1073  -0.2604
I: 3.0868 0.6499 -1.7297  -0.0352
I: 5.3530 -0.6767 -1.7807  0.0379
H: 0.1973 -0.7983 1.9249  0.3614
H: -2.0377 1.4054 -0.0756  0.3285
H: -2.6464 -0.2411 -0.6016  0.2970

Forces on atoms 1 to 2 (eV/Å):
0.7 -2.1 2.4
1.8 0.0 0.9

Computed properties:
E_tot = -744.4974 Ha
Kohn-Sham gap = 0.2516 Eh
net charge = +1
F_max = 0.0987 Eh/bohr


(2)
Computed, not measured: C27H49FIrN2OSi3Te as an isolated structure, with wB97M-V/def2-TZVPD.

Each line ends with the Mulliken charge.
Element x y z (Å)
Ir: 0.6917 0.0583 0.6957  2.1784
C: 4.5484 1.0535 0.8935  -1.2027
C: 4.0723 -0.1722 1.6103  0.3038
C: 4.9365 -0.9321 2.4397  -0.6963
C: 4.4627 -2.0521 3.0973  -0.9037
C: 3.1302 -2.4153 2.9564  -0.5018
C: 2.3128 -1.6180 2.1361  0.6583
N: 2.8198 -0.5373 1.4600  0.2378
N: 0.9988 -1.7471 1.9220  0.1176
Si: -0.1904 -2.7932 2.7796  -0.3604
C: 0.1835 -4.5767 2.4666  -1.1086
C: -0.0860 -2.3234 4.5678  -0.9688
C: -1.8293 -2.3346 2.0485  -0.2473
H: 4.6706 1.8704 1.6096  0.3317
H: 3.8296 1.3624 0.1351  0.0453
H: 5.5218 0.8857 0.4324  0.4591
H: 5.9704 -0.6260 2.5426  0.5628
H: 5.1250 -2.6383 3.7223  0.4778
H: 2.7163 -3.2755 3.4681  0.4342
H: 1.1611 -4.8891 2.8454  0.3544
H: 0.1413 -4.8051 1.3969  0.3413
H: -0.5743 -5.1868 2.9692  0.3942
H: 0.8268 -2.7038 5.0368  0.3275
H: -0.9404 -2.7450 5.1063  0.4310
H: -0.1065 -1.2373 4.6994  0.3366
H: -1.8048 -2.4429 0.9589  -0.3723
H: -2.1159 -1.3050 2.2912  0.1800
H: -2.6170 -2.9930 2.4292  0.4834
F: -2.4125 6.0531 1.3681  -0.3090
C: -1.7633 4.9503 1.6728  0.3677
C: -2.4959 3.7679 1.8434  -0.6859
C: -1.8191 2.6233 2.1412  -0.1033
C: -0.3909 2.6239 2.2984  0.9409
C: 0.2892 1.4516 2.6382  -2.0838
C: 0.3036 3.8668 2.1187  -0.5275
C: -0.3704 5.0113 1.8098  -0.5297
H: -3.5734 3.7913 1.7396  0.4914
H: -2.3624 1.6972 2.2942  0.4097
H: 1.3097 1.5383 3.0042  0.5786
H: -0.3074 0.6438 3.0657  0.4689
H: 1.3798 3.8901 2.2489  0.4461
H: 0.1356 5.9602 1.6846  0.4975
C: 2.8887 -2.6439 -1.0654  -0.8464
C: 2.6755 -1.3218 -1.7399  0.7182
C: 3.5984 -0.9491 -2.8580  -1.3677
O: 1.7680 -0.5654 -1.4094  -0.4209
H: 3.0203 -3.4282 -1.8133  0.5125
H: 2.0585 -2.8882 -0.4052  -0.1109
H: 3.8196 -2.6026 -0.4875  0.2872
H: 3.4691 -1.6514 -3.6868  0.3892
H: 4.6364 -1.0497 -2.5273  0.4075
H: 3.4101 0.0637 -3.2056  0.2751
C: -4.3572 -0.0727 -3.1758  -0.9765
Si: -3.9526 -1.6086 -2.2011  0.1367
C: -4.3293 -3.1355 -3.1731  -1.0301
C: -4.8038 -1.5655 -0.5444  -0.9031
C: -2.0731 -1.6277 -1.8237  -0.9641
Te: -1.4392 0.2085 -0.9539  -0.2337
C: -0.6656 1.0325 -2.7498  -0.7676
Si: -0.1089 2.8490 -2.6316  -0.1884
C: 0.3597 3.3842 -4.3364  -1.0520
C: -1.5449 3.8260 -1.9680  -0.6783
C: 1.3329 2.8905 -1.4472  -0.2989
H: -5.4404 -0.0082 -3.3215  0.4121
H: -3.8969 -0.0876 -4.1692  0.3269
H: -4.0496 0.8432 -2.6610  0.2665
H: -5.4030 -3.1854 -3.3870  0.3364
H: -4.0564 -4.0460 -2.6314  0.3260
H: -3.8011 -3.1334 -4.1312  0.3235
H: -5.8698 -1.3459 -0.6615  0.4008
H: -4.3799 -0.7889 0.0996  0.2276
H: -4.7205 -2.5246 -0.0226  0.2907
H: -1.4640 -1.7516 -2.7223  0.5635
H: -1.8484 -2.4473 -1.1359  0.5019
H: -1.4725 0.9276 -3.4806  0.5408
H: 0.1598 0.3752 -3.0306  0.3371
H: -0.4982 3.2891 -5.0081  0.3321
H: 1.1776 2.7827 -4.7425  0.3415
H: 0.6758 4.4322 -4.3480  0.3405
H: -2.3963 3.7638 -2.6544  0.3805
H: -1.2949 4.8866 -1.8515  0.3549
H: -1.8684 3.4477 -0.9954  0.0169
H: 2.1640 2.2897 -1.8364  0.0451
H: 1.0459 2.4790 -0.4736  -0.4492
H: 1.6970 3.9087 -1.2760  0.6412

Forces on atoms 1 to 2 (eV/Å):
-0.3 -0.3 -0.4
0.0 0.0 0.1

Computed properties:
2S+1 = 6
E_tot = -2583.1235 Ha
⟨S²⟩ = 8.821
Kohn-Sham gap (alpha / beta) = 0.2723 / 0.2183 Eh
net charge = +2
F_max = 0.0115 Eh/bohr


(3)
Computed, not measured: C8H15ClI2N2OPPdS as an isolated structure at a distorted geometry, with wB97M-V/def2-TZVPD.

Each line ends with the Mulliken charge.
Element x y z (Å)
I: 3.5619 2.3846 -0.1835  0.8436
I: 2.0626 -2.4340 -0.3448  0.1418
Pd: 0.7453 -0.2090 -0.1320  -0.1754
P: -0.4904 -0.0766 -2.1213  1.3550
C: 0.5220 0.0030 -3.6417  -1.3643
C: -1.6066 -1.4699 -2.5178  -1.1324
H: -2.2178 1.4263 -1.4369  0.3860
H: -2.0504 1.3741 -3.2204  0.4352
H: -0.8776 2.2847 -2.2404  0.3665
C: -1.5223 1.4096 -2.2701  -1.1242
H: -2.3516 -1.5395 -1.7301  0.4106
H: -2.0726 -1.2800 -3.4848  0.4468
H: -0.1214 0.0023 -4.5132  0.4260
H: 1.1819 -0.8542 -3.6986  0.4489
H: -1.0323 -2.3924 -2.5598  0.3887
H: 1.1106 0.9121 -3.6484  0.4297
C: 2.2883 -0.0568 -1.3734  0.1306
O: 2.9172 0.2906 -2.2755  -0.1933
Cl: -1.7257 -0.4194 0.5628  -0.4116
C: -0.7679 -1.4524 4.1437  -0.7833
N: -0.9445 -0.0569 3.8593  0.2347
C: -1.9550 0.7209 4.3366  0.2106
C: -1.7976 1.9407 3.7333  -0.4858
N: -0.6903 1.8710 2.8968  0.1573
C: -0.1417 0.6378 3.0072  -0.0896
S: 1.3138 0.1063 2.3992  -0.2420
H: -1.0124 -2.0612 3.2757  0.3415
H: 0.2440 -1.7372 4.4427  0.3580
H: -1.4500 -1.7219 4.9428  0.3076
H: -2.7013 0.3873 5.0518  0.4674
H: -2.3414 2.8298 3.8049  0.4792
H: -0.3578 2.5866 2.2343  0.2362

Forces on atoms 1 to 2 (eV/Å):
0.3 0.4 0.4
0.8 -1.4 -0.2

Computed properties:
2S+1 = 5
E_tot = -2420.4152 Ha
⟨S²⟩ = 6.038
Kohn-Sham gap (alpha / beta) = 0.2462 / 0.1390 Eh
net charge = +3
F_max = 0.0546 Eh/bohr